Here is the molecule C17H23N3O3 from OMol25. Energies are from ωB97M-V/def2-TZVPD.

Structure (ORCA input):
```
! RIJCOSX wB97M-V def2-TZVPD def2/J DEFGRID3
* xyz 0 1
H -3.24 -1.54 2.80
H -1.12 -2.15 -0.73
O 2.14 -2.59 1.22
N 1.26 -0.74 0.31
C 1.38 -0.84 -3.33
C 3.23 -0.05 -1.60
H -4.87 -0.27 4.01
O 1.83 2.03 -0.26
H 3.73 0.82 -4.64
N -0.65 -1.60 2.58
C 2.27 0.36 -2.79
H 3.97 0.87 1.57
H -5.29 2.31 3.37
H -2.34 2.59 -0.57
C -1.41 -1.88 0.36
H 0.30 -0.32 0.16
C -4.28 0.24 3.27
H 3.36 2.31 -3.43
H -0.30 -3.25 1.66
N -2.49 1.69 -0.16
H 0.47 -0.65 -3.93
H 1.61 1.19 -2.38
C 2.58 1.26 0.38
C -3.31 -0.50 2.52
H 2.22 1.64 -4.56
C 1.17 -2.00 0.84
H -0.54 -0.55 2.48
O 3.46 1.67 1.30
C -1.92 -0.47 0.32
H 4.18 0.48 -1.42
C -2.73 0.10 1.40
C -3.03 1.40 1.01
H 0.12 -1.82 3.24
H 1.04 -1.31 -2.37
H -0.90 0.81 -1.28
H 1.92 -1.57 -3.90
C -3.85 2.17 1.84
C -0.27 -2.29 1.31
C -1.65 0.63 -0.47
C 2.67 -0.18 -0.02
C -4.50 1.64 2.88
H 3.40 -0.64 0.53
C 2.98 1.27 -3.90
H 3.66 -1.03 -1.75
H -2.28 -2.40 0.56
H -3.96 3.16 1.58
*
```

## Properties
HOMO energy ... -8.19 eV
Energy relative to the best compared isomer or geometry (same formula, charge and spin) ... 461.7 kJ/mol
SMILES ... CC(C)C[C@H](NC(=O)[C@@H](N)Cc1c[nH]c2ccccc12)C(=O)O
LUMO ... 0.5 eV
HOMO-LUMO gap ... 8.6470 eV



Here is a structure of composition C14H26Br6O6S3 from OMol25. Energies are from ωB97M-V/def2-TZVPD.

Structure (ORCA input):
```
! RIJCOSX wB97M-V def2-TZVPD def2/J DEFGRID3
* xyz 0 1
H 5.32 2.70 -4.50
C -5.62 -3.84 -0.64
Br -6.33 -2.17 0.06
C 3.37 2.20 -5.12
O -0.35 -2.65 0.03
C -2.10 -2.52 3.44
C -2.30 -2.45 1.92
C -1.84 -0.82 -2.10
H 3.80 1.42 -5.74
O 2.06 3.05 -1.76
C 0.17 -3.03 2.61
H 1.02 2.29 4.13
S -0.90 -3.33 1.21
O 4.32 1.99 -1.73
H -3.17 -2.99 1.56
C -0.76 -3.20 3.80
Br -5.78 -5.30 0.68
H 0.50 -2.00 2.52
H 2.60 2.72 -5.70
H -1.65 -1.64 -1.43
H -2.05 -1.48 3.76
H 4.64 4.46 -2.84
H 1.93 1.10 3.20
H -2.35 -1.44 1.52
Br -0.36 0.49 -1.96
C -0.39 2.50 1.31
H 1.01 -3.73 2.53
H -2.89 -3.01 4.00
H -0.35 2.80 0.26
H -0.05 0.51 0.82
O -0.04 -0.71 3.34
H 1.84 2.28 1.27
Br -3.74 -3.73 -1.20
S 3.25 2.62 -2.46
C 1.02 2.63 1.91
O -1.42 1.25 4.01
H 3.12 4.66 -3.74
C 1.07 1.77 3.18
C 4.42 3.28 -4.72
H -1.82 0.71 1.22
S -0.40 0.68 3.16
Br -3.50 -0.09 -1.29
H -0.97 -4.24 4.05
O -1.26 -4.74 1.18
C -0.80 1.03 1.41
C 3.91 3.96 -3.47
Br -2.09 -1.36 -3.92
H 1.71 1.47 -3.90
H 4.59 3.96 -5.55
H -0.24 -2.81 4.68
H -1.09 3.14 1.84
H -6.27 -4.11 -1.46
H 3.14 0.53 -3.60
H 1.27 3.67 2.08
C 2.79 1.53 -3.87
*
```

## Properties
HOMO energy ... -9.78 eV
Energy relative to the best compared isomer or geometry (same formula, charge and spin) ... 79.1 kJ/mol
LUMO ... -0.1 eV
HOMO-LUMO gap ... 9.6859 eV